50
Properties=species:S:1:pos:R:3 method="wB97M-V/def2-TZVPD" s_squared=2.055 e_above_lowest_kj_mol=542.3 homo_ev="-7.488 / -7.669" lumo_ha="0.0016 / -0.0824" multiplicity=3
Au -0.108 -0.688 -1.316
C -1.117 3.589 -0.541
C -1.128 2.257 -1.231
N -0.046 1.586 -1.368
N 1.121 2.038 -0.692
C 2.140 1.282 -0.881
S 2.168 -0.096 -2.071
S 3.618 1.578 0.117
C 3.309 1.996 1.907
C 2.866 0.979 2.912
C 1.607 1.249 3.620
C 1.102 0.194 4.482
C 1.639 -1.057 4.426
C 2.796 -1.312 3.661
C 3.433 -0.279 2.975
C -2.403 1.689 -1.708
C -3.257 2.539 -2.421
C -4.455 2.098 -2.941
C -4.843 0.781 -2.717
C -4.040 -0.073 -1.996
C -2.798 0.339 -1.472
O -2.115 -0.542 -0.758
H -0.724 3.439 0.467
H -2.118 4.006 -0.487
H -0.444 4.279 -1.049
H 2.630 2.844 1.907
H 4.322 2.332 2.140
H 0.937 -0.532 2.088
H 0.224 0.413 5.075
H 1.198 -1.859 5.004
H 3.208 -2.311 3.624
H 4.325 -0.475 2.394
H -2.937 3.556 -2.613
H -5.078 2.769 -3.516
H -5.785 0.425 -3.116
H -4.344 -1.092 -1.794
O 0.921 2.240 3.330
Cl 0.633 -0.579 0.877
O 1.915 -0.661 0.409
O -0.030 0.623 0.887
O -0.098 -1.733 0.992
I -1.476 -6.630 -2.268
C -0.355 -4.910 -2.063
C 0.802 -4.592 -2.741
N 1.174 -3.379 -2.310
N 0.329 -2.896 -1.390
C -0.615 -3.816 -1.229
H 1.352 -5.146 -3.482
H 1.963 -2.811 -2.583
H -1.421 -3.649 -0.535

=====

36
Properties=species:S:1:pos:R:3 method="wB97M-V/def2-TZVPD" total_charge=+1 e_above_lowest_kj_mol=43.3 homo_ev=-12.042 lumo_ha=-0.1864 multiplicity=1
Pd -1.228 1.162 -1.037
O 1.067 -3.153 4.906
N 1.577 -2.588 3.963
O 2.765 -2.594 3.711
C 0.663 -1.863 3.046
C -0.654 -2.104 3.231
C -1.648 -1.492 2.418
C -3.022 -1.757 2.566
C -3.916 -1.102 1.760
C -3.437 -0.195 0.811
N -2.150 0.046 0.635
C -1.254 -0.591 1.423
C 0.146 -0.333 1.223
N 0.469 0.535 0.245
C 1.731 0.799 -0.030
C 2.769 0.208 0.688
C 2.475 -0.657 1.712
C 1.130 -0.967 2.012
H -0.960 -2.778 4.018
H -3.355 -2.473 3.306
H -4.978 -1.276 1.847
H -4.123 0.351 0.177
H 1.917 1.506 -0.827
H 3.794 0.437 0.437
H 3.270 -1.101 2.284
Cl 0.493 4.347 -1.803
C 0.486 3.058 -2.944
C -0.299 1.956 -2.670
C -0.285 0.909 -3.573
Cl -1.246 -0.453 -3.043
C 0.457 0.901 -4.736
Cl 0.430 -0.440 -5.796
C 1.245 2.030 -4.999
Cl 2.212 2.070 -6.408
C 1.253 3.112 -4.109
Cl 2.205 4.492 -4.444